# 1
ORCA calculation (ωB97M-V/def2-TZVPD) on an isolated ion of composition C20H24F3N2O and charge +1.

Energy relative to the best compared isomer or geometry (same formula, charge and spin): 0.0 kJ/mol
Multiplicity: 1
HOMO energy: -11.692 eV
SMILES string: COc1ccc(C[NH+]2CCN(Cc3ccc(C(F)(F)F)cc3)CC2)cc1
Molecular weight: 365.4 g mol⁻¹
LUMO: -2.69 eV
Total energy: -34304.08539 eV
Net charge: +1

Element x y z (Å)
F -6.95036 1.85569 0.36269
F -7.92604 0.48382 -0.97824
F -7.89017 0.08124 1.13721
O 6.58019 -0.76156 -0.46655
N 0.59319 1.36817 0.15344
N -0.91572 -1.01109 -0.28121
C 7.30323 -1.35468 0.59290
C 4.89322 0.08718 1.06398
C 0.49397 0.30400 1.17829
C -3.98775 -1.32416 0.92750
C -5.85262 -0.18181 -0.04368
C 4.82722 0.51528 -1.30318
C 3.09680 1.39805 0.11966
C -5.26152 -0.26621 -1.29664
C -0.83937 -0.42551 1.03918
C 1.83935 2.19906 0.29440
C -3.37219 -1.40054 -0.31727
C -7.16103 0.54333 0.11640
C 0.45320 0.76269 -1.19086
C -4.02694 -0.87559 -1.42629
C -5.22201 -0.71722 1.07080
C 3.67174 1.24195 -1.14233
C 3.72966 0.81748 1.21263
C 5.45885 -0.07809 -0.20152
C -0.87936 0.02539 -1.28964
C -1.98728 -1.98759 -0.45223
H -3.57655 -0.95425 -2.40451
H 3.22140 1.71164 -2.00424
H -1.86046 -2.43251 -1.44102
H 5.28035 0.39715 -2.27361
H -0.94829 -0.43811 -2.27448
H -0.21081 1.99275 0.28792
H 1.31809 -0.39283 1.01810
H 1.27742 0.06163 -1.33077
H 1.81545 2.65425 1.28687
H -1.67005 0.27558 1.24335
H -0.87915 -1.22331 1.78182
H 0.51116 1.54730 -1.94662
H -3.50675 -1.75438 1.79327
H -1.83306 -2.76722 0.29621
H 3.32309 0.94942 2.20494
H -5.76803 0.13564 -2.16030
H 0.58245 0.75008 2.16998
H 1.78879 2.99025 -0.45673
H 7.64143 -0.60475 1.31296
H 8.16808 -1.82375 0.12846
H -1.71228 0.74615 -1.19000
H 5.35854 -0.33883 1.93747
H -5.69793 -0.66395 2.03756
H 6.70883 -2.11722 1.10396

Atomic forces in eV per Å
F 0.126 0.020 0.001
F 0.044 -0.136 -0.207
F 0.050 -0.202 0.140
O -0.159 0.155 -0.291
N -0.198 0.310 0.063
N 0.177 0.111 0.019
C 0.183 -0.155 0.263
C 0.311 -0.214 -0.006
C -0.341 -0.657 0.585
C 0.001 0.015 -0.088
C -0.056 -0.036 -0.006
C 0.167 -0.132 0.045
C -0.087 0.045 0.104
C -0.091 0.037 0.147
C 0.201 0.058 -0.138
C 0.701 0.212 0.039
C -0.003 -0.040 -0.007
C -0.138 0.349 0.071
C -0.363 -0.390 -0.775
C 0.004 -0.019 0.089
C -0.095 0.089 -0.120
C 0.078 -0.022 0.162
C -0.101 0.156 -0.219
C -0.312 0.171 -0.008
C 0.205 -0.001 0.142
C -0.164 -0.020 -0.001
H 0.065 -0.033 -0.136
H -0.049 0.065 -0.130
H -0.012 -0.060 0.049
H 0.064 -0.009 -0.138
H 0.010 0.112 -0.032
H 0.136 -0.052 -0.012
H -0.042 0.160 -0.025
H -0.043 0.136 0.089
H -0.165 -0.045 -0.077
H 0.017 -0.068 0.039
H 0.012 0.092 0.070
H 0.063 0.068 0.137
H 0.069 -0.080 0.112
H -0.013 -0.037 -0.067
H -0.044 0.023 0.132
H -0.055 0.027 -0.075
H 0.059 0.114 -0.105
H -0.167 -0.066 0.059
H -0.029 -0.016 -0.034
H -0.067 0.028 0.080
H 0.018 -0.047 -0.062
H 0.079 -0.058 0.072
H -0.052 -0.003 0.081
H 0.005 0.042 -0.028

Atomic partial charges in e from the Löwdin method, atoms 1 to 5: 0.14 0.15 0.15 -0.06 -0.09

# 2
ORCA calculation (ωB97M-V/def2-TZVPD) on C20H24F4N3V as an isolated structure.

Energy relative to the best compared isomer or geometry (same formula, charge and spin): 35.8 kJ/mol
Multiplicity: 1
HOMO energy (spin up / spin down): -14.971 / -14.970 eV
Molecular weight: 433.4 g mol⁻¹
LUMO (spin up / spin down): -8.54 / -8.53 eV
Total energy: -62139.09282 eV
Net charge: +2

Element x y z (Å)
V 0.33261 -0.04328 -1.21989
F 0.95858 -1.63324 4.33316
F 0.03335 -0.62675 2.03138
F 4.41599 -0.56038 0.30081
F 5.33493 -1.44692 2.65457
N 1.68996 -0.08442 -0.12879
N 0.18901 1.86212 -1.01146
N -0.84967 -0.97936 -0.64583
C 1.52083 1.81335 -1.67240
C -3.17543 -1.40392 -0.26174
C 3.16886 -1.57123 3.54085
C 3.55846 -0.79628 1.29715
C -1.80999 -1.83878 -0.30398
C 2.18945 -0.59800 1.07947
C 4.03353 -1.27440 2.50689
C 1.33082 -0.90095 2.15143
C -0.04196 -3.66028 0.02506
C -4.14718 -2.33019 0.02615
C 1.81314 -1.37884 3.35360
C -2.49268 -4.08220 0.26588
C -3.50188 0.03564 -0.51716
C 0.14945 2.64774 0.26017
C -0.77638 3.41887 -2.80741
C -0.90395 2.14728 -1.97718
C 2.48431 0.94122 -0.82618
C 0.84324 4.00524 0.24312
C -1.46936 -3.19984 -0.00366
C -3.81701 -3.66122 0.27460
H -1.59517 3.45282 -3.52480
H 1.93591 2.80963 -1.80047
H 0.06203 -4.60942 -0.49945
H 3.24497 0.49861 -1.47002
H -0.90054 2.77233 0.52028
H 3.00390 1.56135 -0.09504
H 1.92545 3.92542 0.13168
H 0.63615 -2.93399 -0.41700
H -1.83388 2.17530 -1.41462
H 0.26361 -3.83548 1.05927
H -5.18368 -2.02087 0.06195
H -0.96602 1.28305 -2.67614
H -4.60206 -4.37606 0.48270
H 3.54960 -1.93502 4.48589
H -4.54027 0.23937 -0.26800
H 0.45877 4.66975 -0.52670
H 0.66195 4.48278 1.20486
H -3.36210 0.27902 -1.57381
H -2.25768 -5.11797 0.47530
H 0.15347 3.46439 -3.37431
H -0.85704 4.30423 -2.18266
H -2.85780 0.67935 0.08533
H 1.40154 1.40263 -2.68954
H 0.59788 2.02778 1.03666

Atomic forces in eV per Å
V -0.497 -1.392 -1.061
F -0.055 0.035 -0.034
F -0.345 -0.062 -0.074
F 0.061 -0.005 0.000
F 0.050 -0.008 -0.045
N 0.651 -0.615 0.614
N -0.407 1.168 -0.003
N -0.201 0.252 0.363
C 0.480 0.455 0.034
C 0.461 0.212 -0.056
C -0.013 -0.002 0.031
C -0.213 -0.065 -0.218
C -0.844 -1.017 0.413
C 0.174 -0.294 0.821
C -0.081 0.020 0.014
C 0.186 0.330 -0.451
C -0.173 -0.058 0.069
C -0.156 -0.022 0.028
C 0.214 -0.050 -0.030
C -0.125 -0.093 0.059
C -0.065 -0.150 -0.045
C 0.143 0.202 0.470
C 0.101 -0.101 -0.089
C -0.203 0.511 -0.259
C 0.547 0.419 -0.046
C -0.023 -0.100 -0.181
C 0.275 0.425 -0.197
C 0.159 0.057 -0.029
H -0.012 -0.034 0.008
H 0.030 -0.015 -0.165
H 0.034 0.025 -0.033
H 0.023 0.085 0.024
H -0.047 -0.133 -0.087
H -0.127 0.032 0.057
H -0.003 -0.016 -0.002
H 0.092 -0.042 0.002
H 0.034 -0.192 0.059
H 0.041 0.038 -0.007
H 0.012 0.008 -0.004
H -0.007 -0.040 0.043
H -0.007 0.005 0.013
H -0.004 -0.021 0.000
H 0.016 0.054 0.018
H 0.009 0.026 -0.006
H -0.014 -0.020 0.021
H 0.005 0.033 0.006
H 0.006 0.010 0.000
H -0.001 0.011 0.007
H 0.008 0.004 0.034
H -0.059 0.062 0.004
H -0.073 0.132 -0.049
H -0.057 -0.068 -0.041

Atomic partial charges in e from the Löwdin method, atoms 1 to 5: 1.03 0.14 0.11 0.12 0.15

# 3
ORCA calculation (ωB97M-V/def2-TZVPD) on C20H24F4N6STl as an isolated structure.

Energy relative to the best compared isomer or geometry (same formula, charge and spin): 49.0 kJ/mol
Multiplicity: 1
HOMO energy: -10.631 eV
Molecular weight: 660.9 g mol⁻¹
LUMO: -3.67 eV
Total energy: -56461.48471 eV
Net charge: +1

Element x y z (Å)
Tl -0.70087 -0.08048 -0.18747
S -1.05453 2.15616 0.91901
F -2.58036 -1.79466 -1.63048
F -4.98780 -2.31973 -2.66898
F -4.79837 1.72171 -5.06519
F -2.46864 2.29538 -3.99474
N -1.12946 0.37076 -2.24684
N 0.87165 3.33819 2.23458
N 0.67498 -0.09323 1.73003
N 1.14492 1.08206 2.20585
N 1.43118 0.13823 -1.42772
N -0.61015 -2.26205 0.83099
C 2.67063 0.23744 -0.64488
C 1.95925 -1.29111 3.43868
C 0.75072 -3.66278 2.19446
C 0.43473 2.13282 1.84604
C 1.69812 3.75754 4.53008
C 2.05356 3.57119 3.06331
C 0.38524 -2.41035 1.72631
C -1.28980 -3.34518 0.43505
C 0.05518 -4.78138 1.76790
C -0.99899 -4.61871 0.89116
C -4.37431 -1.18783 -3.02894
C 1.11868 1.44018 -2.03183
C -4.96772 -0.31695 -3.91766
C -2.39570 0.23011 -2.79374
C -3.03440 1.12091 -3.66978
C -3.13284 -0.91710 -2.50499
C -0.31164 1.52634 -2.62151
C -4.27101 0.83284 -4.22327
C 1.60274 -0.90512 -2.45202
C 1.02899 -1.19061 2.27262
H 2.88962 -0.72638 -0.18576
H 0.70121 -0.99521 -3.05019
H -2.09342 -3.18915 -0.26111
H -1.59369 -5.45612 0.55621
H 1.56708 -3.76018 2.89406
H 2.83439 -1.89264 3.18506
H 1.01331 4.59576 4.66536
H -0.74962 2.47085 -2.29049
H 2.55797 4.45378 2.66986
H 0.26107 4.11658 2.04800
H 2.28796 -0.29879 3.72810
H 2.45052 -0.65914 -3.10114
H -5.93248 -0.52415 -4.35643
H 2.59746 3.96251 5.11137
H -0.26025 1.57106 -3.70833
H 1.46108 -1.76523 4.28601
H 0.32935 -5.76355 2.12941
H 1.21453 2.18819 -1.24389
H 2.71741 2.72163 2.93297
H 3.51117 0.51352 -1.29053
H 1.22566 2.85958 4.92918
H 1.80400 -1.85927 -1.96401
H 2.56649 0.98494 0.13757
H 1.86521 1.67685 -2.79731

Atomic forces in eV per Å
Tl 0.333 -0.150 0.076
S -0.194 0.133 0.073
F 0.039 -0.066 0.101
F 0.010 -0.002 0.000
F -0.001 -0.002 0.005
F -0.048 0.021 -0.056
N -0.324 -0.081 0.008
N -0.007 -0.050 -0.050
N 0.040 0.148 0.130
N -0.144 -0.043 -0.137
N 0.131 -0.150 0.171
N -0.032 -0.102 -0.219
C -0.017 0.017 -0.027
C 0.006 0.032 -0.034
C -0.010 -0.006 0.005
C 0.109 0.078 0.104
C 0.009 -0.007 0.013
C -0.071 -0.003 0.036
C -0.020 0.028 0.023
C 0.109 0.067 0.050
C 0.025 -0.061 0.031
C -0.034 0.000 -0.012
C -0.019 -0.013 0.001
C -0.101 0.044 -0.024
C -0.055 -0.015 -0.049
C 0.181 0.307 -0.033
C 0.037 -0.005 0.035
C -0.020 -0.010 -0.002
C 0.024 -0.052 -0.088
C 0.018 0.007 0.031
C -0.022 0.003 0.001
C 0.053 -0.104 0.025
H -0.001 -0.002 -0.006
H -0.021 0.019 -0.007
H -0.055 0.019 -0.043
H 0.009 0.015 -0.028
H -0.023 0.016 0.014
H -0.007 -0.002 -0.003
H 0.007 -0.009 -0.001
H 0.012 0.002 -0.011
H -0.007 0.014 0.004
H 0.023 0.024 -0.039
H -0.006 -0.002 0.004
H -0.010 -0.005 -0.004
H 0.002 0.007 0.015
H -0.011 -0.010 -0.003
H 0.063 -0.085 -0.027
H 0.003 -0.009 -0.007
H -0.008 0.006 -0.003
H 0.048 -0.011 0.036
H 0.027 0.006 -0.029
H -0.001 -0.009 -0.008
H -0.001 0.005 -0.006
H 0.005 0.003 -0.005
H -0.007 0.017 0.020
H -0.044 0.024 -0.050

Atomic partial charges in e from the Löwdin method, atoms 1 to 5: 0.98 0.68 0.02 0.11 0.12

> Which formula does entry 1 have?

C20H24F3N2O